Record 1
118
Properties=species:S:1:pos:R:3:forces:R:3 method="wB97M-V/def2-TZVPD" total_charge=-2 relative_energy_kcal_mol=4.0 e_tot_ha=-7823.9623
Rb -0.213398 -0.581740 2.541952 0.3 -0.7 0.8
S 1.235899 1.284575 7.509183 0.0 0.0 0.0
As 0.632937 0.508819 5.613101 0.1 0.1 0.3
S 2.180976 0.974577 4.085053 0.0 -0.2 -0.1
S 0.370729 -1.654430 5.599905 0.0 0.0 0.0
S -1.249301 1.417511 4.921506 0.0 0.0 0.0
N -2.102798 0.522852 1.061525 -0.7 0.4 -0.4
S -2.708170 1.824679 0.861784 -0.1 0.1 -0.2
N -2.149538 2.821906 -0.371075 0.1 0.0 -0.2
S -0.926520 2.436234 -1.219647 0.1 -0.2 0.3
N -0.707487 1.048240 -1.781350 -0.2 0.1 -0.2
S -0.140001 -0.461637 -1.380461 0.1 0.2 0.1
N 0.526955 -0.837431 -0.157979 0.0 0.2 -0.5
C -1.606031 -1.395153 -1.843506 0.0 0.0 0.0
C -2.817345 -0.814616 -2.177483 0.0 0.0 0.0
C -3.907642 -1.630668 -2.444478 0.0 0.0 0.0
C -3.777522 -3.010619 -2.384071 0.0 0.0 0.0
C -2.558554 -3.582068 -2.044636 0.0 0.0 0.0
C -1.469485 -2.773046 -1.763523 0.0 0.0 0.0
C 0.878180 -0.576410 -2.876299 0.0 -0.1 0.1
C 0.364903 -0.764823 -4.148444 0.0 0.0 0.0
C 1.236427 -0.808792 -5.227312 0.0 0.0 -0.1
C 2.603120 -0.658253 -5.027678 0.0 0.0 0.0
C 3.104566 -0.471522 -3.746043 0.0 0.0 0.0
C 2.240673 -0.437155 -2.661316 0.0 0.0 0.0
C -1.142889 3.412105 -2.698048 0.0 0.0 -0.1
C -2.043447 4.465750 -2.718728 0.1 -0.1 0.2
C -2.207958 5.179425 -3.895039 0.0 0.0 -0.2
C -1.474993 4.840476 -5.025688 0.0 0.0 0.1
C -0.575587 3.778516 -4.988390 -0.1 0.2 -0.1
C -0.408175 3.053189 -3.823871 -0.1 0.0 0.2
C 0.556978 3.087078 -0.467981 -0.1 0.0 0.0
C 1.286896 4.101529 -1.072740 0.0 0.1 -0.1
C 2.395472 4.611320 -0.414239 0.0 0.0 0.0
C 2.752393 4.123651 0.834803 0.0 0.0 0.0
C 2.013298 3.114428 1.436901 0.0 0.0 0.0
C 0.913435 2.585072 0.777333 0.0 0.0 0.0
C -4.441713 1.779771 0.343902 0.1 0.0 0.0
C -5.161748 2.923020 0.033923 0.0 0.0 0.0
C -6.476272 2.798481 -0.380118 -0.1 0.0 0.0
C -7.061207 1.538250 -0.472228 0.0 0.0 0.0
C -6.333575 0.404541 -0.145148 0.0 0.0 0.0
C -5.012494 0.523845 0.267229 0.1 0.0 0.0
C -2.781098 3.041668 2.166931 0.0 -0.1 0.0
C -1.958355 4.154393 2.170237 0.1 0.1 -0.1
C -1.975749 4.998331 3.269630 0.0 0.0 0.0
C -2.806564 4.723521 4.343483 0.0 0.0 0.0
C -3.623164 3.602758 4.329523 0.0 0.0 0.0
C -3.610442 2.748432 3.240481 0.0 0.0 0.0
H -2.910323 0.261524 -2.206917 0.0 0.0 0.0
H -4.863324 -1.181292 -2.684038 0.0 0.0 0.0
H -4.633285 -3.642538 -2.587759 0.0 0.0 0.0
H -2.453165 -4.657181 -1.977679 0.0 0.0 0.0
H -0.524521 -3.201206 -1.459480 0.1 0.0 0.0
H -0.701605 -0.881460 -4.293913 0.0 0.0 0.0
H 0.847260 -0.966115 -6.225811 0.0 0.0 0.0
H 3.278972 -0.695343 -5.873244 0.0 0.0 0.0
H 4.169385 -0.365094 -3.581204 0.0 0.0 0.0
H 2.607579 -0.321624 -1.647551 0.0 0.0 0.0
H -2.603023 4.701045 -1.824340 0.0 0.0 0.0
H -2.913419 5.999349 -3.928275 0.0 0.0 0.0
H -1.608291 5.400553 -5.942325 0.0 0.0 0.0
H -0.010596 3.509679 -5.871274 0.0 0.0 0.0
H 0.265111 2.206902 -3.781652 0.0 0.0 0.0
H 0.998880 4.504370 -2.034215 0.0 0.0 0.0
H 2.970227 5.403204 -0.878902 0.0 0.0 0.0
H 3.608344 4.538074 1.352713 0.0 0.0 0.0
H 2.241062 2.717595 2.427820 0.0 0.0 0.0
H 0.339875 1.804018 1.260898 -0.1 0.0 0.0
H -4.694396 3.895057 0.130249 0.0 0.0 0.0
H -7.052172 3.682894 -0.623395 0.0 0.0 0.0
H -8.092652 1.445979 -0.789591 0.0 0.0 0.0
H -6.792748 -0.574483 -0.198822 0.0 0.0 0.0
H -4.412112 -0.336971 0.536929 0.0 0.0 0.0
H -1.297962 4.350634 1.337507 0.0 0.0 0.0
H -1.308795 5.850341 3.300125 0.0 0.0 0.0
H -2.781367 5.358098 5.219613 0.0 0.0 0.0
H -4.221744 3.352970 5.194143 0.0 0.0 0.0
H -4.185675 1.830665 3.259353 0.0 0.0 0.0
N 3.371499 -2.391319 4.201809 -0.1 0.1 0.1
C 3.444662 -3.660886 3.729565 0.0 -0.1 -0.1
C 3.922620 -4.662067 4.599851 0.0 -0.1 0.0
C 4.166826 -5.942668 4.161041 0.0 0.0 0.1
C 3.945417 -6.290271 2.832587 0.0 -0.1 -0.1
C 3.420587 -5.335473 1.978032 0.0 0.0 -0.1
C 3.125631 -4.039189 2.394557 0.0 0.1 0.2
P 2.203985 -2.829645 1.366195 0.4 -0.1 0.3
C 1.806494 -3.870986 -0.091820 -0.1 0.1 -0.1
C 2.255577 -3.628015 -1.386928 0.0 0.0 0.0
C 1.815425 -4.401180 -2.454204 0.0 0.0 0.0
C 0.925937 -5.443771 -2.244508 0.0 0.0 0.0
C 0.461937 -5.692859 -0.958607 0.0 0.0 0.0
C 0.883796 -4.904006 0.099249 0.0 0.0 0.0
C 3.593002 -1.797786 0.738026 0.0 0.0 0.0
C 4.732313 -2.349464 0.153800 0.0 0.0 0.0
C 5.753130 -1.535468 -0.310326 0.0 0.0 0.0
C 5.658235 -0.155547 -0.167891 0.0 0.0 0.0
C 4.550015 0.399631 0.453151 0.0 0.0 0.0
C 3.520395 -0.417769 0.902929 0.0 0.0 0.0
H 3.126800 -2.289523 5.181939 0.0 0.0 0.0
H 2.883030 -1.656806 3.703487 -0.1 0.1 -0.2
H 4.104145 -4.389561 5.632398 0.0 0.0 0.0
H 4.539018 -6.681895 4.861897 0.0 0.0 0.0
H 4.151791 -7.291948 2.475780 0.0 0.0 0.0
H 3.209507 -5.618635 0.953280 0.0 0.0 0.0
H 2.950917 -2.821931 -1.569142 0.0 0.0 0.0
H 2.170718 -4.179591 -3.454089 0.0 0.0 0.0
H 0.586491 -6.049939 -3.075949 0.0 0.0 0.0
H -0.241197 -6.497697 -0.779267 0.0 0.0 0.0
H 0.500547 -5.092673 1.096114 0.0 0.0 0.0
H 4.817953 -3.427153 0.067393 0.0 0.0 0.0
H 6.631234 -1.977081 -0.767486 0.0 0.0 0.0
H 6.462597 0.482002 -0.516891 0.0 0.0 0.0
H 4.482597 1.469906 0.606641 0.0 0.0 0.0
H 2.671624 0.022457 1.412377 0.0 0.0 0.0
O -3.604671 -0.531115 3.552523 0.0 0.0 0.0
H -3.154527 -0.280658 2.732337 0.0 0.0 0.0
H -2.976245 -0.199622 4.230319 0.0 0.0 0.0

Record 2
108
Properties=species:S:1:pos:R:3:forces:R:3 method="wB97M-V/def2-TZVPD" total_charge=+1 s2=0.803 relative_energy_kcal_mol=25.4 spin_multiplicity=2 e_tot_ha=-4824.9928
Au 0.615182 -0.428123 0.268480 -0.5 0.0 0.2
O 2.485500 1.243342 -1.341205 1.2 -0.8 0.3
C 2.753082 0.270011 -0.777549 -1.9 0.5 0.1
C 3.682133 -0.789677 -0.443366 0.5 0.8 -0.3
C 4.998968 -0.410608 -0.209626 0.2 -0.3 0.0
C 5.920533 -1.406993 0.092481 -0.2 0.0 0.0
C 5.508677 -2.730754 0.127425 0.0 0.0 0.0
C 4.177719 -3.086194 -0.107431 0.1 -0.1 -0.1
C 3.245963 -2.110779 -0.392052 -0.2 0.0 0.3
P 1.442055 -2.335721 -0.612905 0.2 -0.3 -0.7
C 1.128565 -4.031395 -0.107305 0.2 0.0 0.2
C 0.982234 -5.062655 -1.028944 -0.1 0.0 0.0
C 0.859216 -6.369469 -0.580513 0.0 0.0 0.0
C 0.890042 -6.648002 0.777550 0.0 0.0 0.0
C 1.032570 -5.619410 1.700010 0.0 0.0 0.0
C 1.151068 -4.313309 1.258827 0.1 -0.1 -0.1
C 1.253104 -2.219180 -2.414616 -0.1 -0.1 0.1
C 0.102574 -1.609813 -2.914940 0.1 0.1 0.0
C -0.084849 -1.504714 -4.284271 0.0 0.0 0.0
C 0.877422 -1.989294 -5.157795 0.0 0.0 0.0
C 2.033482 -2.580728 -4.665382 0.0 0.0 0.0
C 2.220978 -2.696001 -3.297598 0.0 -0.1 0.0
H 5.286284 0.631284 -0.245948 0.0 0.0 0.0
H 6.947056 -1.144683 0.302468 0.0 0.0 0.0
H 6.230017 -3.505914 0.346372 0.0 0.0 0.0
H 3.870248 -4.122973 -0.055781 0.0 0.0 0.0
H 0.936505 -4.849820 -2.088966 0.0 0.0 0.0
H 0.732313 -7.170472 -1.296030 0.0 0.0 0.0
H 0.795485 -7.669140 1.119707 0.0 0.0 0.0
H 1.044990 -5.834520 2.759624 0.0 0.0 0.0
H 1.264769 -3.513176 1.975555 0.1 0.0 0.1
H -0.637401 -1.199235 -2.235788 0.0 0.1 0.0
H -0.977575 -1.028938 -4.666848 0.0 0.0 0.0
H 0.732104 -1.897686 -6.225209 0.0 0.0 0.0
H 2.787306 -2.950036 -5.346265 0.0 0.0 0.0
H 3.121145 -3.167523 -2.920390 0.0 0.0 0.0
C -3.332067 3.808662 0.346683 0.0 0.0 0.0
C -3.939442 2.788898 -0.622761 0.1 -0.1 0.0
C -4.157334 3.418576 -2.001591 0.0 0.0 0.0
C -5.251512 2.226642 -0.066313 0.0 0.0 0.0
C -2.985753 1.670863 -0.766702 -0.1 0.2 0.0
N -2.240019 0.805418 -0.876118 0.0 -0.2 -0.2
H -4.002121 4.665537 0.422449 0.0 0.0 0.0
H -2.361864 4.156033 -0.007188 0.0 0.0 0.0
H -3.204352 3.378051 1.341044 0.0 0.0 0.0
H -4.898609 4.212841 -1.911955 0.0 0.0 0.0
H -4.524863 2.681329 -2.714883 0.0 0.0 0.0
H -3.233108 3.847869 -2.386994 0.0 0.0 0.0
H -5.919932 3.056683 0.165471 0.0 0.0 0.0
H -5.079462 1.653524 0.844757 0.0 0.0 0.0
H -5.740162 1.575324 -0.791931 0.0 0.0 0.0
N 0.385156 1.518291 0.589762 0.3 0.1 -0.8
C 0.252593 2.396389 1.470526 -0.3 0.1 0.5
C -0.173642 2.137966 2.884193 0.1 -0.1 0.1
C -1.277771 1.331912 3.129948 -0.1 0.1 -0.1
C -1.704038 1.100341 4.429519 0.0 0.0 0.1
C -1.011413 1.650303 5.498440 0.0 0.0 0.0
C 0.105433 2.442504 5.260270 -0.1 0.0 0.0
C 0.509466 2.696461 3.960194 0.1 0.0 0.0
C 0.463224 3.844632 1.114710 0.0 0.1 0.0
C 1.348355 4.189914 0.099058 0.1 -0.1 -0.1
C 1.563350 5.515486 -0.238190 -0.1 0.0 0.0
C 0.880398 6.522450 0.432373 0.0 0.0 0.0
C -0.019223 6.190605 1.434735 0.0 0.0 0.0
C -0.221120 4.861425 1.777053 0.0 0.0 0.1
H -1.814029 0.909618 2.285307 0.0 0.0 0.0
H -2.582316 0.494631 4.615043 0.0 0.0 0.0
H -1.346038 1.472120 6.510938 0.0 0.0 0.0
H 0.651473 2.872499 6.088802 0.0 0.0 0.0
H 1.367253 3.332308 3.775509 0.0 0.0 0.0
H 1.856795 3.395369 -0.430557 0.0 0.0 0.0
H 2.261065 5.767230 -1.025430 0.0 0.0 0.0
H 1.047738 7.559242 0.173582 0.0 0.0 0.0
H -0.561153 6.967925 1.956518 0.0 0.0 0.0
H -0.925955 4.612724 2.560293 0.0 0.0 0.0
C -1.307966 -2.059586 2.486890 -0.1 0.0 0.1
Ge -2.094727 -1.803568 0.701623 0.3 -0.3 0.8
C -2.264611 -3.587585 -0.116869 0.2 0.1 -0.4
C -2.658310 -4.642195 0.706187 0.0 0.1 0.1
C -2.896556 -5.904880 0.180517 0.0 0.0 0.0
C -2.748681 -6.133897 -1.179392 0.0 0.0 0.0
C -2.355760 -5.096564 -2.010960 0.0 0.0 0.0
C -2.112352 -3.838332 -1.479506 -0.1 0.0 0.0
C -3.926346 -1.224769 1.052451 0.0 0.5 -0.3
C -4.266631 -0.899022 2.340423 0.0 -0.1 0.1
C -5.602309 -0.600917 2.701186 0.1 0.0 0.0
C -6.584571 -0.636039 1.759803 0.0 0.0 -0.1
C -6.276568 -0.927836 0.406115 -0.1 -0.1 0.0
C -7.282538 -0.913850 -0.592180 0.0 0.0 0.1
C -6.969254 -1.123079 -1.902493 0.1 0.0 0.0
C -5.625747 -1.347386 -2.277852 -0.1 0.0 0.0
C -4.643511 -1.383150 -1.331606 0.0 0.0 0.1
C -4.937704 -1.196769 0.041958 0.1 0.0 -0.1
H -1.844321 -2.856641 3.004703 0.0 0.0 0.0
H -1.357126 -1.149325 3.079254 0.0 -0.1 0.0
H -0.265613 -2.334088 2.398466 0.1 -0.1 0.0
H -2.801999 -4.483697 1.768119 0.0 0.0 0.0
H -3.212513 -6.707712 0.833896 0.0 0.0 0.0
H -2.944416 -7.115747 -1.588956 0.0 0.0 0.0
H -2.248647 -5.264456 -3.074901 0.0 0.0 0.0
H -1.812529 -3.043580 -2.147750 0.0 0.0 0.0
H -3.515158 -0.903879 3.119218 0.0 0.0 0.0
H -5.837233 -0.356575 3.728392 0.0 0.0 0.0
H -7.613031 -0.429143 2.026997 0.0 0.0 0.0
H -8.305528 -0.720735 -0.295445 0.0 0.0 0.0
H -7.743638 -1.109558 -2.657108 0.0 0.0 0.0
H -5.377698 -1.487613 -3.321534 0.0 0.0 0.0
H -3.613351 -1.529253 -1.631451 0.0 0.0 0.0